Computed, not measured: a 2-piece molecular cluster, C4H6N2O overall at a distorted geometry, with the ωB97M-V functional and the def2-TZVPD basis.

Each line ends with the Mulliken charge.
Positions of all 13 atoms, in Å:
H (-3.2800, 0.7945, -1.2096)  0.244
N (-2.3120, 0.6353, -0.9468)  -0.596
C (-2.2563, 0.2320, 0.2455)  0.121
O (-1.1095, -0.0309, 0.8897)  -0.290
C (0.0673, -0.1884, 0.2123)  -0.112
C (1.1445, -0.2483, 1.0040)  -0.715
H (-3.0727, 0.0304, 0.9398)  0.373
H (-0.0389, -0.1614, -0.8737)  0.314
H (1.1143, 0.2945, 1.9333)  0.264
H (1.9853, -0.9038, 0.9084)  0.371
C (2.5501, -0.1568, -1.0075)  0.113
N (3.4344, 0.5724, -0.8831)  -0.418
H (1.7738, -0.8694, -1.2124)  0.331

Structure (SMILES): [H]/N=C/OC=C.C#N
Spin multiplicity: 1

=====

Computed, not measured: an isolated ion of composition C14H24N5O3S and charge +1 at a distorted geometry, with the ωB97M-V functional and the def2-TZVPD basis.

Each line ends with the Mulliken charge.
Positions of all 47 atoms, in Å:
C (-0.1847, 4.3762, 1.9401)  -0.813
N (-0.2985, 2.9640, 1.4790)  -0.193
C (0.1486, 1.9007, 2.0979)  0.008
O (0.7564, 2.0873, 3.1351)  -0.661
C (-0.1135, 0.3937, 1.6443)  0.332
C (-1.1247, -0.3855, 2.5030)  -1.103
C (-0.7531, -1.8624, 2.7327)  0.225
C (-0.2084, -2.3319, 3.9479)  -0.526
N (0.2364, -3.6068, 3.7587)  -0.061
C (0.1193, -3.8683, 2.4933)  -0.339
N (-0.6248, -2.9218, 1.8618)  0.109
N (-0.3963, 0.0615, 0.1553)  0.264
C (0.5193, -0.3790, -0.7625)  -0.083
O (1.6046, -0.7616, -0.4484)  -0.659
C (-0.0178, -0.5025, -2.2010)  0.433
C (0.8072, 0.3785, -3.0818)  -1.400
C (1.0879, 1.7868, -2.5416)  -0.941
S (-0.4117, 2.8143, -2.2715)  -0.124
C (0.1366, 4.4381, -1.9002)  -1.014
N (-0.0386, -1.8091, -2.7358)  -0.148
C (-0.4004, -2.8348, -2.0283)  0.586
C (-0.0485, -4.1789, -2.6801)  -1.101
O (-0.9740, -2.8325, -0.9252)  -0.812
H (0.5459, 4.4091, 2.7060)  0.370
H (-1.1744, 4.7307, 2.3572)  0.293
H (0.0451, 5.0358, 1.0659)  0.198
H (-0.8553, 2.8099, 0.6854)  0.203
H (0.9253, 0.0468, 1.7507)  0.367
H (-1.3525, 0.1909, 3.3944)  0.619
H (-2.0295, -0.3972, 1.9740)  0.419
H (-0.1618, -1.6977, 4.8419)  0.421
H (1.0342, -4.0661, 4.2737)  0.352
H (0.4228, -4.8185, 2.1213)  0.457
H (-0.8033, -2.8699, 0.8388)  0.382
H (-1.3055, 0.1928, -0.2477)  0.305
H (-1.0777, -0.2514, -2.1209)  0.331
H (0.2557, 0.3689, -4.0019)  0.550
H (1.8026, 0.0013, -3.3236)  0.474
H (1.5875, 2.4582, -3.1759)  0.621
H (1.5190, 1.7430, -1.6051)  0.356
H (-0.7623, 4.9850, -1.9579)  0.399
H (0.4849, 4.6977, -0.8841)  0.191
H (0.7466, 4.8846, -2.6132)  0.439
H (0.3554, -2.0063, -3.6651)  0.335
H (0.2809, -4.9294, -1.9273)  0.306
H (0.6323, -3.9204, -3.4882)  0.325
H (-0.9376, -4.5240, -3.1710)  0.307

Total charge: +1
Structure (SMILES): CNC(=O)[C@@H](Cc1c[nH]c[nH+]1)NC(=O)[C@@H](CCSC)NC(C)=O
Spin multiplicity: 1

=====

Computed, not measured: C20H31As2N2O3Rb as an isolated structure, with the ωB97M-V functional and the def2-TZVPD basis.

Each line ends with the Mulliken charge.
Positions of all 59 atoms, in Å:
Rb (-0.3113, 0.3623, -2.3708)  0.761
N (1.7310, 3.9762, -0.3032)  -0.556
C (0.6330, 4.3875, -1.1911)  -0.436
C (0.5333, 3.5910, -2.5131)  0.778
O (1.2594, 2.5406, -2.5840)  -0.844
N (-0.3095, 4.0848, -3.3649)  -0.700
C (-0.5096, 3.2981, -4.5735)  -0.179
C (-1.3378, 1.9957, -4.4102)  0.325
O (-2.2623, 1.9896, -3.5628)  -0.709
O (-1.0058, 1.0222, -5.1440)  -0.787
H (2.5972, 4.2291, -0.7734)  0.290
H (1.7512, 2.9581, -0.3829)  0.173
H (0.7113, 5.4528, -1.4147)  0.425
H (-0.3095, 4.2451, -0.6556)  -0.211
H (0.4350, 2.9961, -5.0423)  0.196
H (-1.0519, 3.9292, -5.2889)  0.328
C (-2.0167, 3.0612, 1.5120)  -1.409
As (-1.3118, 1.3760, 0.7590)  0.847
C (-3.0481, 0.4694, 0.6470)  -1.152
C (-0.6817, 0.6226, 2.4665)  -0.134
C (-1.5122, 0.5938, 3.5802)  -0.227
C (-1.0775, 0.0855, 4.7974)  -0.723
C (0.2171, -0.3947, 4.9086)  -0.751
C (1.0551, -0.3669, 3.8016)  -0.179
C (0.6263, 0.1268, 2.5758)  0.127
As (1.8068, 0.1281, 0.9986)  0.787
C (3.2717, 1.1688, 1.8664)  -1.406
C (2.6460, -1.6307, 1.2742)  -1.225
H (-2.7073, 2.9008, 2.3427)  0.434
H (-2.5392, 3.5865, 0.7108)  0.422
H (-1.1884, 3.6874, 1.8459)  0.343
H (-3.6513, 0.6203, 1.5442)  0.379
H (-2.8404, -0.5903, 0.5027)  0.263
H (-3.5787, 0.8617, -0.2210)  0.393
H (-2.5262, 0.9711, 3.5023)  0.153
H (-1.7435, 0.0654, 5.6531)  0.356
H (0.5739, -0.7945, 5.8516)  0.345
H (2.0628, -0.7540, 3.9075)  0.177
H (3.5093, 0.7952, 2.8642)  0.396
H (2.9599, 2.2121, 1.9324)  0.351
H (4.1662, 1.1166, 1.2431)  0.431
H (3.0782, -1.7403, 2.2704)  0.410
H (3.4380, -1.7499, 0.5320)  0.409
H (1.8799, -2.3859, 1.1028)  0.188
C (0.2307, -3.9561, -2.7664)  -1.577
C (-0.2493, -4.1452, -1.3199)  2.352
C (0.7672, -5.0211, -0.5704)  -1.685
C (-1.6088, -4.8574, -1.3356)  -1.673
C (-0.3674, -2.8398, -0.6418)  -0.123
C (-0.4662, -1.7730, -0.0331)  -1.442
H (0.3263, -4.9225, -3.2742)  0.360
H (1.2013, -3.4574, -2.7779)  0.347
H (-0.4741, -3.3375, -3.3239)  0.383
H (0.8766, -5.9994, -1.0535)  0.417
H (0.4433, -5.1701, 0.4610)  0.369
H (1.7414, -4.5298, -0.5490)  0.302
H (-1.5325, -5.8320, -1.8323)  0.376
H (-2.3458, -4.2516, -1.8644)  0.363
H (-1.9648, -5.0072, -0.3152)  0.373

Total charge: -2
Spin multiplicity: 1

=====

Computed, not measured: a 5-piece molecular cluster, C13H40O17P4 overall at a distorted geometry, with the ωB97M-V functional and the def2-TZVPD basis.

Each line ends with the Mulliken charge.
Positions of all 74 atoms, in Å:
C (-5.1900, -5.9090, 4.5122)  -0.735
O (-3.8515, -5.4970, 4.8664)  -0.307
P (-2.6114, -6.5274, 4.5370)  1.047
O (-2.6564, -7.3122, 3.1721)  -0.712
O (-1.1886, -5.6843, 4.5960)  -0.271
C (-0.6959, -4.8699, 3.4744)  -0.687
O (-2.6063, -7.5181, 5.8080)  -0.299
C (-2.5321, -7.0765, 7.1179)  -0.606
H (-5.8003, -6.1318, 5.3874)  0.258
H (-5.2053, -6.6345, 3.6988)  0.362
H (-5.6351, -5.0967, 3.9377)  0.273
H (0.3713, -4.6606, 3.4016)  0.267
H (-1.1812, -3.8966, 3.5471)  0.290
H (-1.0412, -5.2399, 2.5090)  0.312
H (-3.1067, -6.1559, 7.2195)  0.325
H (-1.4870, -6.8870, 7.3627)  0.254
H (-2.8295, -7.8796, 7.7922)  0.228
C (-5.4031, 5.5856, -3.1067)  -0.622
O (-5.9319, 5.7148, -1.8159)  -0.369
P (-6.0964, 7.1918, -1.1940)  1.104
O (-6.4650, 7.2074, 0.2394)  -0.685
O (-7.1665, 7.8164, -2.2023)  -0.282
C (-8.1733, 8.6305, -1.8161)  -0.757
O (-4.6838, 7.9584, -1.4449)  -0.308
C (-4.0964, 8.4800, -0.1841)  -0.691
H (-5.8795, 4.7995, -3.6926)  0.273
H (-4.3717, 5.2876, -2.9183)  0.248
H (-5.6011, 6.4057, -3.7969)  0.303
H (-8.0575, 9.6610, -2.1519)  0.290
H (-8.3815, 8.6501, -0.7464)  0.319
H (-9.1712, 8.3101, -2.1154)  0.280
H (-3.4400, 9.3162, -0.4248)  0.283
H (-3.4762, 7.7683, 0.3609)  0.291
H (-4.8299, 9.0293, 0.4061)  0.324
C (3.4919, -0.2172, 5.7669)  -0.599
O (2.9215, -1.1958, 6.5555)  -0.328
P (3.8467, -2.1153, 7.5054)  1.066
O (3.1131, -3.1432, 8.2713)  -0.677
O (4.7409, -1.0405, 8.3628)  -0.317
C (5.8603, -1.3236, 9.1562)  -0.619
O (5.0396, -2.5769, 6.4964)  -0.276
C (5.6516, -3.7679, 6.5590)  -0.807
H (2.8443, 0.6591, 5.7959)  0.261
H (3.6663, -0.5007, 4.7289)  0.257
H (4.5114, 0.0328, 6.0603)  0.291
H (5.8213, -1.0298, 10.2051)  0.263
H (6.7848, -0.9173, 8.7460)  0.273
H (5.9879, -2.4048, 9.2087)  0.267
H (6.7144, -3.8512, 6.7862)  0.298
H (5.6541, -4.2599, 5.5863)  0.289
H (5.2157, -4.4783, 7.2614)  0.358
C (3.8057, 2.7837, -10.2573)  -0.661
O (3.5385, 1.8651, -9.2337)  -0.330
P (4.0070, 0.2918, -9.3879)  0.950
O (5.3861, 0.0678, -9.8485)  -0.647
O (3.4739, -0.3970, -7.9981)  -0.266
C (3.5003, -1.7150, -7.7516)  -0.659
O (2.9082, -0.2027, -10.4624)  -0.282
C (2.9158, 0.0910, -11.8604)  -0.722
H (4.2654, 2.3576, -11.1491)  0.334
H (4.0865, 3.7369, -9.8094)  0.293
H (2.7855, 3.0061, -10.5701)  0.257
H (4.4564, -2.0839, -7.3802)  0.269
H (3.3725, -2.1708, -8.7334)  0.294
H (2.5636, -1.9373, -7.2405)  0.270
H (2.3199, 0.9826, -12.0558)  0.277
H (2.3886, -0.7242, -12.3559)  0.267
H (3.8998, 0.1581, -12.3244)  0.356
C (1.1056, 0.5410, -1.7397)  -0.511
O (1.7851, -0.6686, -1.5725)  -0.495
H (1.0722, 1.2185, -0.8864)  0.232
H (1.5015, 1.0830, -2.5985)  0.237
H (0.0707, 0.3278, -2.0076)  0.229
H (1.3974, -1.3168, -2.1651)  0.308

Structure (SMILES): COP(=O)(OC)OC.COP(=O)(OC)OC.COP(=O)(OC)OC.COP(=O)(OC)OC.CO
Spin multiplicity: 1

=====

Computed, not measured: one molecule with the formula C18H20N4 at a distorted geometry, with the ωB97M-V functional and the def2-TZVPD basis.

Each line ends with the Mulliken charge.
Positions of all 42 atoms, in Å:
C (1.0280, -3.4007, 6.1020)  -1.314
C (1.0092, -2.5750, 4.8475)  0.629
C (0.2281, -3.1301, 3.7958)  -0.756
C (0.1926, -2.4482, 2.4920)  -0.268
C (0.9132, -1.2828, 2.3517)  0.132
C (0.8071, -0.4826, 1.0723)  0.667
C (2.0428, -0.1937, 0.3152)  0.642
C (3.4303, -0.6080, 0.7937)  -1.350
N (1.6703, 0.2658, -0.8180)  -1.074
N (0.2762, 0.4034, -0.8181)  0.811
C (-0.3813, 1.0264, -1.8612)  0.291
C (0.0811, 0.5915, -3.1013)  -0.973
C (-0.3743, 1.2529, -4.1047)  -0.393
C (-1.3066, 2.2767, -4.0420)  0.706
C (-1.7916, 2.8604, -5.3469)  -0.554
N (-3.1743, 3.4222, -5.2797)  -0.660
C (-1.7615, 2.6288, -2.7987)  -0.643
C (-1.3216, 2.0577, -1.6739)  -0.495
C (-0.2674, -0.0276, 0.3951)  -0.133
C (-1.7317, -0.1174, 0.8785)  -1.587
C (1.6642, -0.8252, 3.4222)  -0.422
N (1.7999, -1.4535, 4.6029)  -0.625
H (1.5779, -2.7875, 6.7752)  0.411
H (0.0894, -3.8652, 6.5634)  0.318
H (1.6957, -4.2669, 5.9315)  0.272
H (-0.3539, -4.0483, 3.7748)  0.313
H (-0.4383, -2.7630, 1.6117)  0.459
H (4.1548, 0.1510, 0.8265)  0.347
H (3.4136, -1.2164, 1.6801)  0.403
H (3.8797, -1.3052, 0.0235)  0.326
H (0.7833, -0.1707, -3.2176)  0.532
H (-0.0946, 0.7688, -5.0897)  0.139
H (-1.1120, 3.5847, -5.6049)  0.350
H (-1.6831, 2.1889, -6.2048)  0.467
H (-3.5406, 3.5070, -6.2585)  0.239
H (-3.2121, 4.3513, -4.8322)  0.212
H (-2.4308, 3.3942, -2.7776)  0.426
H (-1.4824, 2.5456, -0.6617)  0.351
H (-2.0586, 0.5671, 1.7119)  0.257
H (-2.2814, 0.1165, 0.0678)  0.584
H (-2.0154, -1.1145, 1.2121)  0.379
H (2.0760, 0.1217, 3.2443)  0.584

Structure (SMILES): Cc1ccc(-c2c(C)nn(-c3ccc(CN)cc3)c2C)cn1
Spin multiplicity: 1

=====

Computed, not measured: one molecule with the formula C4H7NO, with the ωB97M-V functional and the def2-TZVPD basis.

Each line ends with the Mulliken charge.
Positions of all 13 atoms, in Å:
C (-0.0477, 1.6497, 0.7017)  -0.555
N (0.9809, 1.4121, -0.3129)  -0.622
C (-0.2907, 0.7146, -0.4133)  -0.049
C (-0.5395, -0.7041, -0.0026)  -0.028
C (0.1134, -1.8971, -0.5307)  -0.323
O (0.4730, -1.3582, 0.7415)  -0.439
H (0.1286, 1.1797, 1.6679)  0.247
H (-0.5357, 2.6191, 0.7215)  0.269
H (1.7073, 0.8086, 0.0666)  0.308
H (-0.8989, 1.0507, -1.2498)  0.374
H (-1.5384, -0.8264, 0.4112)  0.326
H (-0.4217, -2.8473, -0.4949)  0.261
H (0.8695, -1.8015, -1.3064)  0.232

Structure (SMILES): C1N[C@H]1[C@H]1CO1
Spin multiplicity: 1

=====

| no. | E_tot (a.u.) |
| --- | --- |
| 1 | -340.65060 |
| 2 | -1445.34411 |
| 3 | -5611.51808 |
| 4 | -3164.00945 |
| 5 | -916.82594 |
| 6 | -286.51941 |